{
  "formula": "C38H27F5N10O2SV",
  "method": "the ωB97M-V functional and the def2-TZVPD basis",
  "elements": ["V", "C", "C", "N", "C", "C", "N", "C", "C", "C", "C", "C", "N", "C", "C", "N", "C", "C", "N", "C", "C", "C", "N", "C", "C", "H", "H", "H", "H", "H", "H", "H", "H", "H", "H", "H", "H", "F", "C", "C", "C", "F", "C", "F", "C", "F", "C", "F", "O", "N", "C", "C", "N", "C", "N", "C", "C", "O", "C", "C", "H", "H", "H", "H", "H", "H", "H", "H", "H", "H", "S", "C", "N", "C", "C", "C", "C", "C", "C", "H", "H", "H", "H", "H"],
  "coordinates": [[-0.7136, 0.3063, -0.7737], [0.3178, 3.1497, -4.2379], [-0.4229, 2.3440, -3.3800], [0.0121, 2.0398, -2.1665], [1.2151, 2.5240, -1.8093], [1.9416, 3.3196, -2.6826], [1.4987, 3.6353, -3.8938], [1.6248, 2.2275, -0.4231], [2.7134, 2.7618, 0.2325], [2.8472, 2.5326, 1.6099], [1.8343, 1.8714, 2.2830], [0.7593, 1.3643, 1.5559], [0.7436, 1.4690, 0.2289], [-0.4955, 0.8174, 2.0796], [-0.6212, 0.3319, 3.3364], [-1.8509, -0.1001, 3.8055], [-2.8178, -0.1332, 2.9739], [-2.6941, 0.2127, 1.5077], [-1.5073, 0.9030, 1.1583], [4.0193, 3.0643, 2.3430], [4.6331, 2.3122, 3.3375], [5.7301, 2.8438, 3.9984], [6.2331, 4.0473, 3.7411], [5.6391, 4.7639, 2.7920], [4.5430, 4.3220, 2.0674], [-0.0618, 3.3920, -5.2223], [-1.3644, 1.9226, -3.6923], [2.9118, 3.7097, -2.4028], [3.4477, 3.3555, -0.2919], [1.8357, 1.7954, 3.3611], [0.2041, 0.2833, 4.0313], [-3.8022, -0.4200, 3.3322], [-3.5947, 0.7597, 1.2029], [4.2820, 1.3181, 3.5816], [6.2289, 2.2698, 4.7708], [6.0556, 5.7461, 2.5995], [4.0942, 4.9659, 1.3223], [2.1597, -0.8902, 0.0375], [2.0499, -1.0335, -1.3061], [0.9039, -0.6094, -1.9586], [0.9828, -0.7505, -3.3327], [-0.0319, -0.2887, -4.1176], [2.0502, -1.2982, -4.0205], [2.0381, -1.3992, -5.3545], [3.1529, -1.7319, -3.3056], [4.2026, -2.2606, -3.9351], [3.1560, -1.5890, -1.9310], [4.2248, -1.9758, -1.2269], [-1.6757, -1.1908, -0.1726], [-2.7249, -1.0351, 0.6471], [-3.8975, -1.6717, 0.3613], [-3.9659, -2.8027, -0.4692], [-4.0694, -3.7391, -1.1377], [-5.0768, -1.2042, 0.9844], [-6.0395, -0.8228, 1.4964], [-2.0277, -1.9944, -3.1269], [-2.8124, -0.6933, -3.1606], [-2.4699, 0.3015, -2.1386], [-3.4114, 1.3883, -2.2696], [-3.2232, 2.4656, -1.2299], [-2.6937, -2.8277, -2.9246], [-1.2656, -2.0030, -2.3542], [-1.5348, -2.1574, -4.0816], [-3.8771, -0.8917, -3.0178], [-2.6896, -0.1899, -4.1233], [-4.4120, 0.9538, -2.1936], [-3.3251, 1.8074, -3.2777], [-3.5129, 2.1359, -0.2367], [-3.8494, 3.3188, -1.4917], [-2.1917, 2.8124, -1.1806], [1.1273, -3.4358, 3.9933], [1.2859, -2.3899, 2.6162], [0.4764, -2.5885, 1.6413], [-0.3557, -3.6602, 1.9197], [-1.3307, -4.1564, 1.0530], [-2.1049, -5.2187, 1.4655], [-1.9147, -5.7986, 2.7280], [-0.9455, -5.3309, 3.5911], [-0.1649, -4.2545, 3.1743], [2.0328, -1.6069, 2.6099], [-1.4580, -3.7022, 0.0814], [-2.8722, -5.6044, 0.8070], [-2.5385, -6.6299, 3.0293], [-0.7995, -5.7844, 4.5623]],
  "forces_ev_per_angstrom": [[-0.50, 0.50, 0.01], [-0.12, -0.08, 0.04], [0.06, 0.04, -0.08], [0.21, -0.17, 0.04], [-0.05, 0.09, -0.05], [0.06, -0.07, 0.02], [0.07, 0.04, 0.00], [0.18, 0.04, 0.11], [-0.04, -0.03, 0.04], [0.07, 0.08, -0.11], [-0.13, -0.13, -0.02], [0.12, 0.17, 0.08], [-0.42, -0.01, -0.19], [0.07, -0.03, 0.10], [0.01, 0.02, -0.05], [-0.07, -0.01, -0.03], [0.06, 0.00, 0.02], [0.00, -0.08, -0.01], [0.01, -0.04, -0.12], [0.01, -0.01, 0.03], [0.01, 0.01, 0.01], [-0.02, -0.02, 0.00], [0.02, 0.01, 0.01], [-0.02, 0.01, -0.03], [0.00, 0.00, 0.00], [0.02, 0.01, 0.00], [-0.01, -0.01, 0.01], [0.00, 0.00, 0.01], [0.01, 0.00, 0.00], [0.03, 0.02, 0.00], [0.02, 0.01, -0.02], [0.00, -0.01, 0.01], [0.01, 0.03, -0.01], [-0.01, 0.00, -0.01], [0.01, 0.00, 0.00], [0.01, 0.00, 0.01], [0.00, 0.00, 0.00], [0.01, -0.01, -0.04], [-0.01, -0.05, 0.03], [-0.01, -0.20, 0.04], [-0.04, 0.12, 0.01], [0.01, -0.01, 0.00], [0.02, 0.00, 0.01], [0.01, 0.00, 0.02], [0.00, 0.00, -0.02], [-0.03, 0.01, 0.01], [-0.01, 0.02, 0.04], [-0.01, 0.00, -0.01], [0.42, -0.51, 0.17], [-0.02, -0.03, -0.08], [-0.02, 0.20, 0.09], [0.03, -0.09, 0.01], [0.00, 0.02, -0.04], [-0.02, -0.12, -0.04], [0.00, 0.05, 0.01], [0.01, -0.02, 0.03], [-0.06, 0.01, 0.04], [0.08, 0.35, -0.23], [-0.12, -0.05, 0.12], [0.11, 0.01, 0.04], [0.01, -0.01, 0.01], [0.00, 0.02, 0.00], [0.00, -0.02, -0.01], [0.01, -0.01, -0.01], [0.00, 0.01, 0.00], [-0.01, 0.04, 0.03], [0.01, -0.04, -0.02], [0.01, -0.04, 0.01], [-0.03, -0.01, -0.03], [-0.01, 0.03, -0.01], [-0.04, -0.03, 0.01], [-0.09, -0.01, 0.00], [0.17, -0.01, -0.10], [-0.09, -0.01, 0.05], [0.00, -0.04, 0.05], [0.00, 0.00, 0.00], [-0.02, -0.01, -0.02], [0.01, 0.00, 0.02], [0.04, 0.07, -0.02], [0.03, -0.01, 0.01], [0.01, 0.02, -0.02], [0.00, 0.00, 0.00], [0.00, 0.00, 0.01], [0.00, -0.01, 0.00]],
  "e_above_lowest_kcal_mol": 37.4,
  "homo_ev": [-7.2076, -7.8347],
  "max_force_ha_per_bohr": 0.0137,
  "spin_multiplicity": 4
}